(1)
A molecular structure, C24H44Ag2FNO8 at a distorted geometry, computed with ωB97M-V/def2-TZVPD.

Geometry as XYZ:
```
80
Properties=species:S:1:pos:R:3:forces:R:3:lowdin_charge:R:1
Ag 11.848 -18.434 11.713 0.2 -0.5 0.2 0.927
Ag 12.867 -20.467 17.678 0.1 -0.4 -0.7 0.902
F 13.036 -21.865 13.896 -0.3 0.9 0.4 -0.829
C 10.797 -13.898 16.630 1.1 0.1 0.5 -0.053
C 12.148 -14.248 15.911 0.4 -0.2 0.4 -0.473
C 13.446 -13.433 16.296 -0.9 -0.2 1.4 -0.050
O 12.381 -15.641 15.856 -0.3 1.7 -0.1 0.004
H 10.542 -12.839 16.590 0.3 0.1 -0.4 0.073
H 10.917 -14.084 17.697 -0.2 -0.4 0.0 0.073
H 9.952 -14.445 16.210 0.3 -0.2 0.1 0.076
H 11.934 -13.930 14.890 0.1 -0.4 -0.7 0.139
H 13.843 -13.675 17.282 0.0 -1.1 0.1 0.067
H 13.203 -12.416 16.604 -0.3 0.5 -1.1 0.069
H 14.284 -13.512 15.604 -0.4 0.1 -0.2 0.077
C 12.280 -3.825 20.392 0.1 -1.9 -2.0 -0.019
C 13.258 -3.760 21.516 1.0 3.2 2.9 -0.438
C 12.483 -3.335 22.780 0.2 -0.9 1.1 -0.143
C 11.473 -4.359 23.374 1.2 0.6 -1.1 -0.146
C 12.209 -5.725 23.659 -1.3 1.6 -0.9 -0.094
C 13.359 -6.159 22.581 -1.5 -0.3 3.6 -0.372
N 14.054 -4.984 21.971 -1.6 -2.2 -3.0 0.121
O 15.015 -5.473 21.038 -1.6 0.7 1.9 0.106
C 14.354 -6.970 23.568 -0.1 1.0 -2.5 0.009
C 12.629 -7.023 21.489 1.1 0.7 -0.5 0.015
C 14.353 -2.610 21.298 -0.3 -1.1 -1.0 0.003
H 12.026 -2.901 19.872 0.6 0.5 0.7 0.118
H 11.321 -4.285 20.627 0.2 -0.1 0.3 0.086
H 12.742 -4.431 19.613 -0.2 -0.2 -0.4 0.099
H 13.287 -3.215 23.506 -0.2 0.5 0.5 0.125
H 12.004 -2.370 22.614 0.2 0.0 -0.2 0.136
H 10.624 -4.469 22.700 0.2 -0.4 -0.4 0.100
H 10.955 -3.850 24.187 0.6 -0.5 0.7 0.120
H 11.340 -6.381 23.621 0.6 -0.8 -0.3 0.112
H 12.525 -5.791 24.700 0.6 0.3 -0.3 0.112
H 15.119 -7.400 22.920 0.1 -0.4 0.3 0.078
H 14.838 -6.250 24.227 -0.2 -0.2 0.2 0.090
H 13.772 -7.723 24.100 0.2 0.1 -0.1 0.098
H 13.363 -7.403 20.779 0.0 -0.3 0.1 0.089
H 12.053 -7.834 21.933 0.3 0.2 0.2 0.104
H 11.961 -6.399 20.895 -0.1 0.0 0.3 0.075
H 15.245 -2.691 21.919 -0.1 -0.4 0.1 0.087
H 14.010 -1.589 21.463 -0.6 -0.3 0.0 0.101
H 14.641 -2.694 20.250 0.3 0.2 0.0 0.087
H 15.814 -5.001 21.285 0.8 0.5 -0.3 0.140
O 18.167 -18.334 17.575 1.6 1.0 -0.1 0.083
C 19.075 -17.536 17.423 -1.6 0.1 -0.5 -0.451
O 19.649 -17.316 16.202 0.2 0.7 0.5 0.009
C 20.714 -16.314 16.343 0.3 -0.8 1.3 -0.121
C 20.344 -15.480 17.635 0.1 -0.7 -2.6 -0.145
C 19.597 -16.501 18.438 -0.2 -1.0 0.4 -0.099
H 20.902 -15.721 15.448 -0.7 -0.2 -0.1 0.121
H 21.611 -16.913 16.502 0.2 0.2 0.1 0.119
H 19.638 -14.762 17.217 0.2 0.6 0.6 0.112
H 21.265 -15.049 18.028 -0.4 0.1 0.3 0.118
H 18.742 -16.129 19.003 0.1 0.0 0.0 0.122
H 20.240 -17.046 19.128 0.1 0.0 0.1 0.130
O 3.279 -18.091 16.791 -0.4 1.0 -0.4 0.109
C 2.770 -17.006 16.977 0.7 -1.9 -0.8 -0.530
O 2.381 -16.652 18.162 -0.8 0.3 2.9 0.086
C 1.978 -15.306 18.207 -1.1 1.1 3.4 -0.210
C 2.316 -14.660 16.945 0.5 0.8 -1.3 -0.155
C 2.514 -15.870 16.051 0.4 -0.2 -1.1 -0.070
H 2.306 -14.793 19.111 2.1 -0.3 0.0 0.126
H 0.993 -15.085 18.617 -1.4 -1.4 -1.4 0.129
H 3.226 -14.069 17.054 -0.1 0.1 -0.2 0.121
H 1.481 -14.038 16.623 0.4 0.2 -0.2 0.124
H 3.397 -15.924 15.415 -0.4 0.7 -0.6 0.131
H 1.578 -16.055 15.523 0.3 -0.3 -0.4 0.139
O 8.665 -14.437 9.554 -3.6 2.7 -0.3 0.026
C 7.612 -13.766 9.351 3.2 -3.0 -1.0 -0.424
O 6.958 -13.918 8.166 0.3 0.0 1.4 0.014
C 5.788 -13.095 8.123 -0.5 0.6 0.3 -0.119
C 5.514 -12.568 9.609 0.9 0.2 -1.5 -0.115
C 6.832 -12.883 10.283 0.3 -1.2 0.5 -0.105
H 4.955 -13.673 7.723 0.1 -0.2 0.2 0.120
H 6.040 -12.355 7.363 -0.4 0.5 0.4 0.122
H 4.670 -13.087 10.064 0.1 0.1 -0.1 0.112
H 5.402 -11.487 9.691 -0.6 -0.1 -0.5 0.110
H 6.665 -13.601 11.086 0.1 0.5 0.6 0.128
H 7.422 -12.028 10.615 -0.1 -0.2 0.1 0.131
```
Forces are in eV/Å.

Properties
- ⟨S²⟩ = 2.008
- Kohn-Sham gap (alpha / beta) (eV) = 4.3 / 2.7
- total charge = +2
- 2S+1 = 3


(2)
A molecular structure, C24H44AuFN3OPSb2, computed with ωB97M-V/def2-TZVPD.

Geometry as XYZ:
```
77
Properties=species:S:1:pos:R:3:forces:R:3:nbo_charge:R:1
Au 1.128 -0.252 -0.058 0.0 -0.2 0.1 0.616
C 4.120 -2.574 1.350 0.0 0.0 0.0 -0.990
Sb 3.360 -1.488 -0.287 -0.4 -0.5 -0.1 1.511
C 4.556 -1.838 -1.981 0.0 0.0 0.0 -0.986
C 5.058 0.375 0.493 0.1 0.2 0.0 -0.464
C 5.030 1.420 -0.455 0.0 -0.1 0.1 -0.091
C 5.815 1.282 -1.633 0.0 0.0 0.0 -0.143
C 5.851 2.260 -2.596 0.0 -0.1 0.1 -0.206
C 5.112 3.428 -2.406 0.0 0.1 0.0 -0.117
C 4.353 3.600 -1.254 0.0 0.0 0.0 -0.212
C 4.286 2.625 -0.273 0.0 0.1 0.0 -0.007
C 3.472 2.883 0.952 -0.1 0.0 0.0 -0.753
Sb 1.423 2.303 0.651 0.1 0.2 0.0 1.319
C 0.807 3.516 -0.964 -0.1 0.0 0.0 -0.983
C 0.335 3.058 2.301 0.0 0.0 0.0 -0.970
H 5.205 -2.525 1.399 0.0 0.0 0.0 0.252
H 3.796 -3.598 1.174 0.0 0.0 0.0 0.276
H 3.687 -2.203 2.276 0.0 0.0 0.0 0.252
H 5.605 -1.881 -1.699 0.0 0.0 0.0 0.248
H 4.396 -1.084 -2.746 0.0 0.0 0.0 0.258
H 4.217 -2.811 -2.334 0.0 0.0 0.0 0.278
H 5.855 -0.357 0.409 0.0 0.0 0.0 0.232
H 4.636 0.492 1.483 0.0 0.0 0.0 0.220
H 6.412 0.387 -1.745 0.0 0.0 0.0 0.223
H 6.463 2.141 -3.479 0.0 0.0 0.0 0.247
H 5.149 4.216 -3.146 0.0 0.0 0.0 0.242
H 3.830 4.538 -1.107 0.0 0.0 0.0 0.225
H 3.429 3.951 1.169 0.0 0.0 0.0 0.265
H 3.835 2.375 1.842 0.0 0.0 0.0 0.253
H 1.150 4.534 -0.783 0.0 0.0 0.0 0.253
H -0.281 3.504 -1.003 0.0 0.0 0.0 0.261
H 1.212 3.143 -1.901 0.0 0.0 0.0 0.258
H 0.372 4.146 2.252 0.0 0.0 0.0 0.259
H 0.764 2.709 3.237 0.0 0.0 0.0 0.258
H -0.695 2.719 2.216 0.0 0.0 0.0 0.257
O -0.896 0.179 0.169 -0.2 0.1 0.0 -1.227
P -2.271 -0.507 0.311 0.2 0.2 -0.2 2.493
N -2.062 -2.058 0.778 0.0 0.2 0.1 -0.835
C -1.117 -2.932 0.057 0.0 -0.1 -0.1 -0.208
C -1.535 -4.355 0.443 0.0 0.0 0.0 -0.412
C -3.008 -4.213 0.817 0.0 0.0 0.0 -0.412
C -3.042 -2.868 1.530 -0.1 0.0 0.0 -0.206
N -2.999 -0.297 -1.139 0.0 -0.3 0.1 -0.824
C -2.260 0.112 -2.352 0.0 0.1 0.0 -0.192
C -3.263 -0.140 -3.471 0.0 0.0 0.0 -0.414
C -4.002 -1.387 -2.994 -0.1 0.0 0.0 -0.411
C -4.173 -1.129 -1.498 0.0 0.0 0.0 -0.214
N -3.211 0.172 1.439 -0.1 -0.2 0.1 -0.830
C -4.279 1.168 1.200 0.0 0.0 0.0 -0.193
C -4.809 1.441 2.603 0.0 0.0 0.0 -0.413
C -3.567 1.307 3.477 0.0 0.0 0.0 -0.408
C -2.858 0.098 2.874 0.0 0.0 0.0 -0.207
H -0.087 -2.736 0.355 0.1 0.0 0.0 0.195
H -1.195 -2.779 -1.025 0.0 0.0 0.0 0.193
H -0.956 -4.693 1.304 0.0 0.0 0.0 0.213
H -1.362 -5.060 -0.367 0.0 0.0 0.0 0.237
H -3.371 -5.025 1.443 0.0 0.0 0.0 0.241
H -3.629 -4.176 -0.082 0.0 0.0 0.0 0.206
H -2.721 -2.975 2.570 0.0 0.0 0.0 0.196
H -4.025 -2.399 1.525 0.0 0.0 0.0 0.218
H -1.362 -0.499 -2.496 0.0 0.0 0.0 0.177
H -1.957 1.157 -2.283 0.0 0.0 0.0 0.202
H -2.777 -0.269 -4.436 0.0 0.0 0.0 0.234
H -3.954 0.701 -3.550 0.0 0.0 0.0 0.216
H -3.393 -2.279 -3.160 0.0 0.0 0.0 0.207
H -4.957 -1.539 -3.492 0.0 0.0 0.0 0.240
H -4.185 -2.055 -0.919 0.0 0.0 0.0 0.203
H -5.100 -0.589 -1.297 0.0 0.0 0.0 0.199
H -5.047 0.770 0.540 0.0 0.0 0.0 0.214
H -3.869 2.072 0.743 0.0 0.0 0.0 0.189
H -5.541 0.677 2.875 0.0 0.0 0.0 0.216
H -5.296 2.410 2.677 0.0 0.0 0.0 0.238
H -3.790 1.168 4.533 0.0 0.0 0.0 0.240
H -2.942 2.199 3.384 0.0 0.0 0.0 0.195
H -3.223 -0.832 3.313 0.0 0.0 0.0 0.202
H -1.774 0.131 3.007 0.0 0.0 0.0 0.199
F 2.123 -2.958 -0.756 0.3 0.2 0.0 -0.695
```
Forces are in eV/Å.

Properties
- ⟨S²⟩ = 2.035
- Kohn-Sham gap (alpha / beta) (eV) = 8.1 / 5.7
- total charge = +2
- 2S+1 = 3


(3)
10 unconnected molecules or ions with the total composition C24H44B6F24N8 at a distorted geometry, computed with ωB97M-V/def2-TZVPD.

Geometry as XYZ:
```
106
Properties=species:S:1:pos:R:3:forces:R:3:lowdin_charge:R:1
C 4.142 -3.337 9.052 0.3 -1.2 0.7 -0.056
C 5.654 -3.548 9.077 0.3 1.2 0.3 -0.170
N 6.235 -3.903 7.792 3.7 -2.6 -2.7 -0.030
C 5.642 -4.528 6.734 -0.9 -0.3 -2.7 -0.027
C 6.496 -4.723 5.642 0.1 1.5 2.7 0.029
N 7.729 -4.212 6.074 -2.1 -1.1 3.3 -0.099
C 7.601 -3.925 7.436 -1.6 0.8 -2.1 0.060
C 8.976 -4.415 5.381 0.4 0.5 -0.8 0.002
H 3.692 -2.889 8.166 0.2 0.1 0.3 0.092
H 3.830 -2.901 10.001 0.2 0.8 -0.3 0.092
H 3.785 -4.350 9.238 -0.7 -0.1 -0.8 0.080
H 5.823 -4.320 9.827 0.5 0.0 -0.2 0.132
H 6.256 -2.663 9.284 -0.5 0.2 0.7 0.135
H 4.597 -4.789 6.650 0.0 0.3 0.5 0.139
H 6.353 -5.143 4.657 -0.1 0.1 0.2 0.140
H 8.477 -3.800 8.056 -0.3 0.5 0.2 0.159
H 8.779 -5.013 4.492 0.1 -0.8 0.5 0.107
H 9.691 -4.807 6.104 0.2 -0.1 -0.6 0.107
H 9.324 -3.511 4.881 0.1 0.4 0.7 0.109
C -1.756 3.918 -4.587 1.6 0.4 -0.4 -0.034
C -0.441 4.284 -5.280 0.0 1.2 -0.4 -0.201
N 0.649 3.365 -5.076 1.5 -3.9 -0.5 -0.068
C 1.563 3.344 -4.046 1.0 -1.4 1.1 -0.012
C 2.274 2.133 -4.003 -1.8 1.3 -2.6 0.027
N 1.813 1.407 -5.119 -2.4 2.3 -0.7 -0.081
C 0.808 2.185 -5.775 2.6 -0.8 3.0 0.069
C 2.185 0.026 -5.535 0.3 0.9 -0.6 0.027
H -1.568 3.861 -3.514 -0.5 -0.4 0.0 0.090
H -1.992 2.992 -5.110 -0.9 -0.1 0.8 0.087
H -2.428 4.751 -4.795 -0.3 -0.4 0.0 0.087
H 0.005 5.234 -4.984 -0.5 0.3 -0.1 0.132
H -0.644 4.276 -6.351 0.2 0.3 -0.1 0.127
H 1.702 4.127 -3.316 -0.4 0.2 -0.3 0.136
H 3.150 1.836 -3.445 -0.3 -0.1 0.1 0.136
H 0.304 1.838 -6.666 -0.2 0.2 0.2 0.162
H 2.030 -0.028 -6.612 -0.2 -0.1 0.1 0.097
H 1.578 -0.732 -5.039 0.3 0.2 0.2 0.112
H 3.265 -0.056 -5.417 -0.2 -0.4 0.4 0.106
C 3.912 2.434 1.675 0.6 0.6 -1.4 -0.069
C 3.153 1.352 2.432 1.7 2.3 0.9 -0.200
N 2.356 0.448 1.720 -5.2 -1.7 -1.9 -0.055
C 2.668 -0.816 1.204 -1.2 1.1 1.0 0.025
C 1.484 -1.382 0.799 0.9 -0.5 -0.8 -0.006
N 0.425 -0.529 0.975 5.8 3.5 3.0 -0.109
C 0.956 0.614 1.587 2.1 -2.5 -1.3 0.099
C -0.872 -0.582 0.542 -3.4 -1.2 -0.8 -0.023
H 4.624 2.971 2.302 0.1 -0.6 0.4 0.089
H 3.383 3.288 1.253 -0.9 -0.4 0.1 0.075
H 4.463 2.024 0.829 0.2 -0.2 0.1 0.075
H 2.497 1.922 3.089 0.2 -0.6 0.7 0.141
H 3.954 0.781 2.900 -0.5 0.0 0.7 0.138
H 3.666 -1.212 1.319 -0.2 -0.1 -0.3 0.142
H 1.432 -2.321 0.269 -0.5 0.0 0.2 0.146
H 0.371 1.504 1.762 0.2 0.0 0.3 0.172
H -1.173 0.376 0.119 0.0 -0.4 -0.4 0.117
H -1.584 -0.828 1.329 0.1 0.2 0.3 0.122
H -0.944 -1.455 -0.107 -0.3 0.5 -0.6 0.122
C -7.551 3.004 -8.256 1.5 0.3 -1.7 -0.077
C -8.493 2.116 -7.518 1.3 -1.0 -1.2 -0.196
N -8.813 2.646 -6.254 -0.5 1.2 5.5 -0.060
C -9.352 3.890 -5.920 -0.5 0.1 0.4 -0.002
C -9.368 4.098 -4.541 0.6 -2.9 -1.1 0.045
N -8.824 2.896 -3.991 1.4 0.3 -5.2 -0.096
C -8.453 2.085 -5.056 -0.9 1.6 1.3 0.066
C -8.521 2.709 -2.613 -1.0 -0.4 2.0 -0.007
H -6.484 2.951 -8.042 -0.1 0.3 1.3 0.088
H -7.897 4.035 -8.337 0.1 0.0 0.1 0.079
H -7.417 2.630 -9.271 -0.8 0.0 -0.4 0.086
H -8.001 1.182 -7.249 -0.2 -0.3 -0.6 0.142
H -9.307 1.946 -8.222 -0.6 -0.2 0.8 0.141
H -9.747 4.438 -6.763 0.0 0.5 0.5 0.130
H -9.764 4.794 -3.816 0.0 0.4 -0.6 0.135
H -7.903 1.176 -4.864 -0.1 -0.2 -0.4 0.176
H -8.127 3.603 -2.130 -0.3 0.2 -0.3 0.112
H -7.850 1.916 -2.281 0.1 -0.3 -1.0 0.119
H -9.501 2.436 -2.220 0.2 0.2 0.9 0.117
B 8.745 -2.634 -2.490 1.0 -0.3 -0.2 -1.425
F 7.859 -1.957 -1.704 -1.2 0.8 1.4 0.114
F 8.257 -3.859 -2.832 -1.2 -1.5 -0.7 0.122
F 8.998 -1.858 -3.598 0.2 0.8 -1.4 0.103
F 9.951 -2.894 -1.850 1.1 0.3 1.0 0.085
B -10.700 -2.215 2.373 1.1 -1.3 -0.4 -1.338
F -9.289 -2.262 2.231 0.2 -0.1 -0.1 0.052
F -11.130 -3.325 3.101 -0.2 -0.3 0.9 0.081
F -11.005 -1.035 2.978 -0.8 1.3 0.6 0.125
F -11.288 -2.355 1.122 -0.4 0.5 -1.1 0.081
B -0.037 -8.827 1.756 -1.2 -2.3 0.1 -1.534
F 1.172 -8.360 1.834 5.4 2.4 -0.5 0.188
F -0.713 -8.313 0.701 -1.1 0.3 -1.8 0.144
F 0.116 -10.235 1.747 -0.6 -1.1 -0.7 0.054
F -0.632 -8.504 2.908 -2.4 0.8 3.0 0.148
B -2.405 5.783 2.677 -0.6 -0.3 0.5 -1.399
F -1.466 5.933 1.699 1.7 0.6 -1.4 0.107
F -1.803 5.360 3.851 0.4 -0.8 0.7 0.098
F -3.076 6.945 2.966 -0.6 1.4 0.0 0.113
F -3.311 4.862 2.159 -0.9 -1.1 0.0 0.080
B -3.807 -2.661 -5.864 2.3 1.8 -0.9 -1.437
F -2.819 -3.520 -5.469 0.7 -1.4 0.1 0.129
F -3.629 -1.487 -5.157 0.7 2.4 1.4 0.069
F -3.593 -2.280 -7.220 -0.2 -0.4 -0.8 0.040
F -5.039 -3.020 -5.610 -3.4 -2.0 0.1 0.199
B 6.372 3.529 9.022 -1.6 0.2 0.3 -1.300
F 5.019 3.149 8.813 -0.3 -0.2 -0.7 0.042
F 7.196 3.157 7.978 0.4 -0.1 -0.8 0.099
F 6.346 4.927 9.184 0.6 0.0 0.1 0.073
F 6.735 2.831 10.161 0.9 -0.1 1.0 0.087
```
Forces are in eV/Å.

Properties
- Kohn-Sham gap (eV) = 6.6
- total charge = -2